DFT (the ωB97M-V functional and the def2-TZVPD basis) results for 14 unconnected molecules or ions with the total composition C86H198N10O22 in a non-equilibrium geometry.

For the LUMO energy, the calculation gives 0.2237 eV. As for the orbital gap: 8.1 eV.

Geometry as XYZ:
```
316
Properties=species:S:1:pos:R:3:forces:R:3:mulliken_charge:R:1
C -5.007772 13.159822 -1.210018 0.4 2.3 0.4 -0.69
O -6.111862 12.466952 -0.780468 -0.1 -2.7 -0.5 -0.34
C -5.946352 11.043422 -0.897058 -0.6 -0.8 2.2 -0.53
C -4.837142 10.418122 0.075182 -0.2 -0.3 -1.5 -0.51
N -4.869432 8.947162 0.204562 -1.5 0.4 0.8 -0.35
C -3.765122 8.483702 0.980882 0.9 -1.6 -0.7 -0.55
C -3.364772 6.991882 0.659892 0.0 1.8 0.0 -0.70
O -2.838292 7.001172 -0.669528 1.0 0.1 0.4 -0.30
C -1.963042 5.911762 -0.908078 -0.7 -0.3 -0.8 -0.54
H -4.812252 13.242512 -2.279148 -0.3 -0.6 -0.3 0.28
H -4.080012 12.900662 -0.699938 0.1 -0.2 0.1 0.29
H -5.311642 14.157942 -0.894528 0.7 0.5 -0.1 0.25
H -5.988642 10.640582 -1.909008 0.8 0.4 -0.4 0.34
H -6.876592 10.656332 -0.481238 -0.1 0.0 0.1 0.33
H -4.945762 10.867202 1.062412 -0.4 -0.1 0.1 0.24
H -3.808342 10.638242 -0.209818 0.2 0.6 -0.5 0.42
H -4.949142 8.365502 -0.617288 0.0 0.7 -0.4 0.28
H -3.802702 8.600092 2.064002 -0.7 0.1 0.1 0.34
H -2.901172 9.072912 0.673452 0.7 -0.1 0.1 0.27
H -4.138982 6.226032 0.706502 -0.5 0.2 0.2 0.32
H -2.633882 6.774032 1.438642 0.5 -0.4 -0.3 0.46
H -1.026742 5.861992 -0.352218 -0.3 0.2 0.9 0.38
H -1.596852 5.916492 -1.934718 -0.5 0.4 -0.3 0.20
H -2.587462 5.024702 -0.801658 0.5 -0.6 0.2 0.09
C 1.410608 -2.959488 4.971222 0.5 -0.4 -0.1 -0.43
O 2.300178 -2.246658 5.836012 -0.8 0.5 0.2 -0.12
C 1.596448 -1.362718 6.733922 0.6 0.9 0.5 -0.11
C 2.472948 -0.654018 7.853262 -2.2 -1.1 -2.6 -0.99
N 2.566888 -1.549428 8.921082 0.9 0.8 4.4 -0.05
C 3.068028 -0.772238 10.134992 -0.3 -1.7 2.0 -0.81
C 3.037148 -1.626188 11.529662 -1.5 0.0 -1.7 -0.52
O 1.666048 -1.707698 12.059562 1.2 -0.3 -0.6 -0.32
C 1.494148 -2.744238 13.025432 -0.7 0.4 -0.4 -0.75
H 0.809088 -3.731338 5.451342 -0.1 0.1 0.7 0.70
H 2.031438 -3.537378 4.286602 0.1 0.3 -0.3 0.14
H 0.721968 -2.325428 4.412782 0.2 0.3 0.0 -0.18
H 0.785318 -1.881758 7.244572 0.3 -0.5 0.3 0.43
H 1.052298 -0.532478 6.283702 0.4 -0.1 -1.1 -0.31
H 1.739878 0.095572 8.151322 0.3 0.4 0.2 0.51
H 3.380378 -0.158998 7.507412 0.2 -0.1 -0.3 0.31
H 3.140238 -2.375468 8.826032 0.2 0.1 -0.5 0.07
H 2.511118 0.127492 10.396612 -0.7 -0.1 -0.7 0.41
H 4.077708 -0.380168 10.012792 0.4 -0.3 -0.2 0.43
H 3.703568 -1.258528 12.309922 0.1 0.4 -0.1 0.42
H 3.366548 -2.630198 11.262132 0.0 -0.3 0.1 0.28
H 2.164668 -2.589528 13.870752 0.0 -0.3 0.1 0.29
H 1.488068 -3.761808 12.634772 1.1 -0.1 -0.5 0.30
H 0.451878 -2.743838 13.344462 0.0 0.9 0.4 0.27
C 2.232888 4.154812 3.357992 0.0 1.3 0.1 -0.53
O 3.436298 4.720942 2.876132 -1.2 -0.6 1.1 -0.49
C 4.013378 3.800022 2.010622 2.7 1.8 0.1 -0.26
C 5.501118 4.315692 2.030442 -1.4 0.2 -0.4 -0.37
N 6.445968 3.285562 1.862912 1.8 -0.8 -0.2 -0.02
C 7.577978 3.551012 0.978042 -0.6 -0.9 -0.8 -1.00
C 7.170938 3.132512 -0.466798 0.5 0.2 1.1 -0.30
O 6.596268 1.858472 -0.377068 0.2 -0.6 1.2 -0.35
C 5.692238 1.466362 -1.358778 -0.3 0.0 0.1 -0.57
H 1.727538 3.759382 2.476882 -0.7 -0.3 0.3 0.09
H 1.698498 4.986882 3.816452 -0.4 -0.2 -0.1 0.37
H 2.401788 3.418492 4.143742 0.1 -0.4 -0.2 0.27
H 3.569008 3.993452 1.034292 0.0 -0.7 -0.4 0.22
H 3.956858 2.760482 2.333492 -0.2 -0.1 0.1 0.35
H 5.703028 4.842052 2.963332 -0.4 0.0 0.1 0.34
H 5.524638 5.077012 1.250732 0.3 0.2 -0.3 0.28
H 6.049478 2.412082 1.546772 -0.1 0.1 0.0 -0.30
H 8.439678 2.942912 1.253322 0.1 0.0 0.3 0.35
H 7.894488 4.593722 0.952042 -0.2 0.0 0.3 0.43
H 8.085788 3.043052 -1.052588 -0.1 0.5 -0.6 0.41
H 6.469938 3.903702 -0.786128 -0.1 -0.1 -0.7 0.24
H 5.453468 0.406882 -1.266118 1.0 -0.4 -0.2 0.22
H 6.142248 1.747952 -2.310778 -0.7 -0.3 -0.4 0.57
H 4.688038 1.830812 -1.142268 -0.1 1.1 -0.5 0.07
C 8.113388 -6.951558 4.495372 0.0 -0.9 1.5 -0.48
O 7.748208 -6.219428 3.395642 0.4 0.2 -1.1 -0.44
C 6.380828 -6.386098 3.092432 0.0 2.6 0.8 -0.90
C 5.499928 -5.396288 3.907162 -1.4 -0.3 0.6 -0.02
N 4.494968 -6.062238 4.781742 0.4 -0.4 -0.5 0.12
C 4.046748 -5.441548 6.018262 0.8 1.7 -2.0 -0.73
C 5.055298 -5.256668 7.133902 -0.3 -0.6 0.5 -0.37
O 5.201748 -6.515068 7.684882 0.8 -1.3 0.9 -0.38
C 6.289148 -6.792788 8.591652 -1.6 -0.2 -0.6 -0.77
H 9.171008 -6.957778 4.759022 0.2 0.4 -0.8 0.32
H 7.829398 -7.993298 4.346282 -0.1 -0.3 0.2 0.30
H 7.628698 -6.591668 5.402922 -0.4 0.0 0.2 0.02
H 6.042428 -7.411648 3.240172 0.0 -0.1 -0.4 0.46
H 6.235208 -5.914868 2.120402 0.4 -1.2 -0.6 0.38
H 5.017498 -4.773448 3.153882 -1.0 -0.3 -0.3 -0.29
H 5.992328 -4.550108 4.386342 1.0 -0.7 0.8 0.44
H 4.591258 -7.064378 4.862612 0.6 0.1 0.0 0.33
H 3.102828 -5.926388 6.267342 0.2 0.1 0.7 0.59
H 3.841898 -4.428728 5.671352 -0.7 0.3 0.3 0.18
H 4.632878 -4.563498 7.861352 -0.1 0.3 0.2 0.19
H 6.058998 -4.916168 6.879422 -0.1 0.5 -0.8 0.29
H 6.122138 -6.319428 9.559202 -0.1 0.0 0.2 0.28
H 7.281348 -6.506718 8.242652 0.0 0.0 -0.4 0.29
H 6.142648 -7.872148 8.631832 0.8 0.0 0.6 0.26
C -5.754462 5.531142 -6.011428 -1.2 0.0 -0.2 -1.77
C -4.741552 5.695582 -4.857608 1.3 -1.4 -0.5 2.04
C -4.295272 4.315422 -4.293408 -2.9 1.2 0.6 -0.85
C -3.563872 3.449972 -5.196398 -0.1 -1.5 -0.4 -1.04
C -2.337192 4.141222 -5.641018 0.6 -1.1 -0.8 -0.46
C -2.593122 5.484122 -6.261858 0.8 1.4 -1.5 1.60
N -3.486302 6.252092 -5.368668 0.4 -1.2 0.9 0.57
O -3.784412 7.487302 -5.920678 0.7 1.3 -0.2 -0.52
C -1.163802 6.197972 -6.264498 -1.4 0.6 -0.7 -1.98
C -3.049232 5.501072 -7.816108 -1.0 -1.6 1.3 -1.88
C -5.273132 6.527592 -3.663758 -1.0 -0.4 -0.8 -1.83
H -5.937072 4.551312 -6.452668 0.7 -0.6 0.5 0.34
H -5.546012 6.115582 -6.907578 0.1 0.5 0.4 0.32
H -6.756472 5.772552 -5.656768 0.0 0.4 0.0 0.43
H -3.762202 4.464142 -3.354358 0.0 0.0 0.1 -0.13
H -5.273542 3.858402 -4.144358 -0.1 -0.3 0.9 0.24
H -4.179702 3.102142 -6.025768 -0.1 0.4 -0.3 0.34
H -3.387712 2.517672 -4.659858 0.6 -0.1 0.0 0.21
H -1.851652 3.485162 -6.363468 0.5 0.2 -0.1 0.32
H -1.662352 4.264702 -4.793998 0.1 0.1 0.1 0.05
H -0.700272 6.280502 -5.281428 -0.3 -0.1 -0.1 0.26
H -0.448332 5.807762 -6.988328 -0.1 -0.8 0.2 0.37
H -1.326622 7.182452 -6.703108 0.0 0.4 0.4 0.49
H -2.400992 4.820512 -8.368108 0.7 0.9 -0.3 0.45
H -3.982912 4.981652 -8.031858 -0.4 -0.5 0.9 0.42
H -3.358982 6.457642 -8.236998 1.3 0.3 0.1 0.42
H -6.360252 6.485562 -3.596758 -0.3 -0.3 -0.5 0.41
H -5.120882 7.594672 -3.825848 0.7 -0.1 0.6 0.48
H -5.010102 6.044642 -2.722658 0.8 0.8 0.1 0.21
H -3.105522 7.935362 -5.410828 -0.2 1.3 -0.4 0.42
C -7.364442 0.654852 -1.649158 -1.0 0.5 0.1 -2.04
C -5.858082 0.470022 -1.745888 1.6 1.0 -1.4 1.44
C -5.096092 1.734192 -1.275398 0.6 0.4 0.6 0.06
C -5.132462 1.923812 0.201842 -1.8 0.9 1.1 -1.79
C -4.841352 0.642772 0.946672 0.4 0.3 1.2 -0.74
C -5.333532 -0.670378 0.447372 -1.2 -2.9 -0.4 1.57
N -5.265152 -0.619538 -0.987518 1.2 -0.5 -1.5 1.21
O -5.510882 -1.867358 -1.607788 0.3 0.2 0.2 -0.24
C -4.385322 -1.814978 1.005012 1.0 1.0 0.0 0.29
C -6.762772 -1.084858 0.866182 -1.0 0.6 0.9 -1.31
C -5.294032 0.389912 -3.232848 -1.3 -0.7 0.4 -1.35
H -8.064892 -0.100688 -2.005028 0.7 -0.7 -0.4 0.36
H -7.679602 1.530592 -2.216468 0.2 0.3 0.0 0.44
H -7.726452 0.805552 -0.632128 0.4 0.3 0.1 0.35
H -4.019082 1.648992 -1.419858 -0.2 -0.4 -1.0 -0.72
H -5.429942 2.630032 -1.798968 -0.1 -0.1 -0.1 0.54
H -6.065482 2.416202 0.475932 -0.9 -0.8 0.2 0.43
H -4.527042 2.729622 0.616842 1.0 -0.2 -0.5 0.53
H -5.233042 0.676942 1.963292 0.4 0.4 0.3 0.64
H -3.759662 0.509962 0.966772 0.2 0.3 0.3 -0.27
H -4.748412 -2.777378 1.365632 -0.8 0.3 -0.6 -1.32
H -3.545172 -2.026858 0.343682 -0.3 0.1 -0.4 -0.24
H -3.885002 -1.373048 1.866682 0.0 0.0 0.3 0.09
H -6.870792 -1.738868 1.731452 0.6 -0.1 0.1 0.52
H -7.366912 -0.224678 1.154632 0.0 0.2 -0.2 0.42
H -7.338352 -1.596978 0.095112 0.1 0.1 -0.2 0.23
H -4.211982 0.266382 -3.187928 -0.2 0.0 0.0 -0.16
H -5.561292 1.248312 -3.849148 0.1 0.6 0.5 0.45
H -5.754392 -0.407738 -3.815878 0.2 -0.5 0.3 0.55
H -6.363452 -2.165508 -1.282478 -0.5 -0.2 0.0 0.16
C -1.650682 -3.860078 -1.909088 -0.5 0.4 -0.1 -1.12
C -2.010102 -4.211468 -3.361008 -1.1 0.9 -0.4 1.83
C -3.189362 -3.316468 -3.960278 0.4 -0.9 0.3 -2.01
C -2.831392 -1.926548 -4.280388 2.1 0.7 -0.5 1.02
C -1.619462 -1.884818 -5.331418 -1.3 0.2 1.2 -1.49
C -0.451582 -2.818288 -4.888668 0.1 -1.4 -2.4 2.05
N -0.873962 -4.061568 -4.239008 -1.2 -0.4 -1.2 0.33
O 0.156758 -5.022508 -4.058998 -0.7 0.9 0.1 -0.51
C 0.226718 -3.381268 -6.277168 -0.8 1.0 1.7 -2.06
C 0.431018 -2.073288 -3.971148 1.3 0.8 1.0 -1.23
C -2.558472 -5.601358 -3.424888 0.0 -2.1 0.3 -2.09
H -1.438322 -2.791368 -1.879498 0.1 0.1 0.4 -0.44
H -0.790452 -4.422548 -1.546158 0.2 0.0 -0.2 0.22
H -2.455942 -4.104028 -1.216158 -0.3 0.1 0.0 0.58
H -3.553022 -3.711248 -4.908968 0.1 -0.8 0.1 0.46
H -4.044232 -3.268448 -3.285748 0.1 -0.5 0.3 0.43
H -2.449102 -1.496768 -3.354508 0.0 0.5 0.1 -0.86
H -3.757972 -1.400438 -4.510058 0.4 0.3 -0.6 0.84
H -1.245312 -0.861348 -5.356408 0.3 0.1 0.2 0.28
H -1.916522 -2.015858 -6.371938 -0.3 -0.7 0.1 0.44
H -0.585252 -3.999468 -6.660088 0.1 0.2 -0.4 0.59
H 0.464398 -2.518468 -6.899408 0.0 -0.2 -0.3 0.28
H 1.088608 -4.039848 -6.169848 0.0 0.3 0.4 0.33
H 0.886228 -1.144738 -4.315638 0.1 -0.1 -0.6 -0.02
H -0.096352 -1.735148 -3.079158 -0.2 -0.3 0.2 -0.11
H 1.241288 -2.729868 -3.654188 0.3 0.1 0.2 0.56
H -3.627712 -5.679188 -3.227978 -0.1 0.4 0.0 0.33
H -2.123102 -6.263298 -2.676298 0.3 0.0 0.2 0.38
H -2.370922 -6.127088 -4.361118 0.0 0.4 -0.3 0.44
H 0.712448 -4.591648 -3.405408 0.6 -0.3 0.4 0.40
C -0.281532 1.741362 0.779992 -0.1 -0.7 -0.4 -1.11
C -0.341172 0.616032 -0.371918 0.7 0.8 0.5 2.45
C 0.759188 0.956222 -1.424568 -0.1 0.8 -0.3 -2.24
C 2.211848 0.700542 -1.032958 -1.2 -0.1 0.4 1.58
C 2.293018 -0.744048 -0.566658 -0.3 0.8 -0.5 -1.62
C 1.271378 -1.166728 0.505382 1.0 -0.9 0.5 2.06
N -0.085392 -0.746128 0.103502 0.2 -0.2 -1.1 0.59
O -1.173612 -1.295938 0.879152 1.3 0.6 -0.2 1.93
C 1.418598 -2.722198 0.541282 -0.8 0.5 0.6 -1.71
C 1.691158 -0.685488 1.934282 -1.0 0.5 -0.3 -0.12
C -1.667342 0.704542 -1.106528 -1.4 -0.9 -0.6 -1.24
H -0.879942 1.506242 1.660182 -0.2 -0.4 -0.1 -0.02
H -0.642802 2.714782 0.448272 0.0 0.0 -0.4 0.42
H 0.726118 1.906042 1.161612 0.2 -0.2 -0.2 -0.26
H 0.618498 0.518512 -2.412858 -0.5 -0.7 0.2 -0.09
H 0.597868 2.010152 -1.651058 0.2 0.3 0.1 0.82
H 2.462768 1.460712 -0.293168 0.6 -0.1 0.1 -0.53
H 2.821788 0.744652 -1.935248 0.2 0.6 0.2 -0.29
H 3.327558 -0.983188 -0.320398 -0.1 -0.3 0.5 0.27
H 2.073868 -1.278678 -1.490908 -0.1 -0.5 0.0 0.00
H 1.346398 -3.269938 -0.398328 -0.1 0.4 -0.3 0.28
H 2.395778 -2.931858 0.976322 -0.1 -0.2 0.0 0.43
H 0.630058 -3.094308 1.195382 0.1 -0.3 0.2 -0.08
H 2.132838 0.310742 1.957662 0.5 -0.1 -0.3 -0.40
H 0.775278 -0.522528 2.502362 -0.2 -0.4 0.2 -0.35
H 2.305748 -1.406378 2.473442 0.1 0.2 -0.1 -0.08
H -2.031692 1.707592 -1.328468 0.5 0.2 0.2 0.79
H -2.530092 0.151512 -0.735158 0.1 0.3 1.4 -0.44
H -1.752772 0.144862 -2.037958 1.2 0.2 -0.7 -0.30
H -1.511562 -1.888698 0.203852 -0.4 -0.4 0.2 -0.54
C -2.539382 -6.277598 4.997862 -0.5 1.5 -0.6 -1.91
C -2.518562 -5.844458 3.476092 -0.7 -1.8 -0.3 1.14
C -2.301022 -7.209628 2.720572 -1.6 -0.6 0.6 -1.06
C -3.611702 -8.126568 2.619792 3.0 0.1 1.7 -0.95
C -4.736192 -7.371098 2.103262 -1.1 1.3 -0.2 -1.13
C -5.140642 -6.023638 2.823642 1.0 -0.6 1.2 1.79
N -3.824832 -5.270708 3.043672 0.1 -3.1 -2.2 0.96
O -4.047162 -4.085218 3.622492 -0.6 2.5 1.1 -0.56
C -6.111872 -5.233868 1.895682 1.1 0.4 0.0 -2.01
C -5.921112 -6.254618 4.194412 0.7 0.1 -0.8 -1.78
C -1.307242 -4.937348 2.998882 -1.2 -0.1 1.2 -0.68
H -2.917912 -5.438168 5.581102 0.7 0.3 0.3 0.43
H -1.565562 -6.642748 5.324112 -0.1 0.2 0.1 0.45
H -3.320962 -7.003248 5.222982 0.2 -0.5 -0.6 0.30
H -1.884162 -7.003828 1.734682 0.0 -0.3 0.0 0.38
H -1.649002 -7.798838 3.365392 0.7 0.2 -0.5 0.31
H -3.769522 -8.619558 3.579042 -0.2 0.4 0.4 0.40
H -3.423762 -8.995518 1.989152 0.2 0.2 -0.4 0.42
H -5.555742 -8.089308 2.078142 -0.6 0.5 -0.5 0.46
H -4.327852 -7.120158 1.124292 -1.0 0.3 -0.6 0.30
H -6.625232 -4.360308 2.297502 -0.5 -0.6 1.1 0.51
H -5.603302 -4.661338 1.120002 0.5 -0.9 -0.7 0.17
H -6.795562 -5.978038 1.487172 -0.2 0.4 -0.1 0.50
H -5.711912 -7.207408 4.680732 0.2 -0.1 -0.2 0.32
H -5.623462 -5.465658 4.885102 -0.2 0.1 0.0 0.31
H -6.995882 -6.194098 4.023182 0.0 0.0 0.0 0.52
H -0.448222 -5.239948 3.597722 0.3 -0.3 -0.6 0.11
H -1.396102 -3.864788 3.171582 -0.5 0.1 0.4 -0.19
H -1.199582 -5.020288 1.917392 0.3 -0.4 0.1 0.11
H -4.030172 -3.508418 2.855282 0.0 0.7 0.4 0.29
C 3.669018 -0.117058 -4.753548 0.0 1.5 -1.1 -1.44
C 4.266308 0.909532 -5.780338 0.0 -0.2 -1.0 1.78
C 5.111218 0.134672 -6.834468 -0.3 -0.7 -1.3 -1.13
C 4.300048 -0.471208 -8.028048 0.2 0.7 0.2 -0.74
C 3.533028 0.669902 -8.667288 -1.0 -0.4 -0.6 -1.50
C 2.568228 1.381242 -7.758578 -2.6 -0.2 1.7 2.20
N 3.303328 1.764272 -6.512278 -1.1 0.9 -0.7 0.13
O 2.375548 2.372022 -5.568698 -0.1 -1.4 -1.0 0.02
C 1.809688 2.573422 -8.497568 2.0 -0.6 -0.6 -2.10
C 1.364078 0.470842 -7.374218 -0.5 -0.8 0.8 -1.28
C 5.180278 1.966702 -5.146548 1.9 -1.0 0.7 -1.70
H 2.964528 -0.730758 -5.314938 -0.2 0.0 0.4 0.27
H 3.186888 0.572592 -4.060698 -0.4 -0.8 0.4 0.01
H 4.402408 -0.778808 -4.292748 0.2 0.4 0.1 0.42
H 5.809408 0.839522 -7.285918 0.2 0.0 0.0 0.41
H 5.670238 -0.691458 -6.395028 0.2 0.3 0.5 0.47
H 3.711008 -1.361558 -7.808048 -0.8 0.5 0.9 0.29
H 4.804648 -0.961308 -8.860688 1.4 0.5 0.2 0.46
H 2.947768 0.203102 -9.459548 -0.2 0.3 -0.3 0.49
H 4.139548 1.442752 -9.139438 0.6 -0.2 0.1 0.31
H 2.498558 3.371452 -8.774508 0.1 0.5 0.7 0.53
H 1.629928 2.210632 -9.509578 -0.5 -0.5 0.0 0.51
H 0.866448 2.930572 -8.084228 0.4 -0.1 0.4 0.07
H 1.613718 -0.427728 -6.809998 0.5 -0.1 -0.1 -0.34
H 0.673498 0.961072 -6.688008 0.2 0.5 0.1 0.11
H 0.696138 0.097432 -8.150438 0.4 0.3 -0.7 0.70
H 6.121808 1.421642 -5.079218 0.5 0.0 0.5 0.65
H 4.993918 2.351752 -4.143998 -0.6 -0.4 -0.1 -0.14
H 5.457058 2.829222 -5.752818 -0.7 -0.2 -0.4 0.27
H 2.909318 3.019052 -5.101748 0.3 0.5 0.2 0.13
C 5.443058 -1.413128 3.325062 1.1 0.1 0.1 0.33
C 6.212048 -0.201918 2.715102 -1.3 -1.0 0.2 -0.27
O 7.039548 -0.592838 1.629302 0.2 0.0 0.7 -0.48
O 4.679258 -0.890658 4.399312 -0.1 0.2 -0.6 -0.49
H 6.132968 -2.167888 3.702482 0.7 0.2 0.3 0.23
H 4.944478 -2.030058 2.577462 -0.9 0.6 -0.4 -0.02
H 6.722328 0.279902 3.549102 0.3 0.0 -0.2 0.40
H 5.471968 0.501992 2.334452 -0.2 0.1 0.1 -0.19
H 7.889158 -0.188528 1.819812 0.2 -0.1 -0.4 0.33
H 4.056548 -1.534878 4.744002 -0.3 -0.2 0.1 0.17
C 1.786738 -6.918978 0.726822 -0.5 1.9 0.8 -0.26
C 2.409028 -6.340908 2.045062 1.8 0.1 0.4 0.67
O 1.729328 -6.488258 3.260722 -2.3 -1.3 0.5 -0.51
O 2.634408 -6.706958 -0.408928 0.1 -0.5 0.7 -0.51
H 0.922638 -6.302338 0.479462 -0.4 -0.3 0.2 -0.16
H 1.484548 -7.955078 0.879342 0.1 0.0 -0.1 0.48
H 2.611968 -5.275818 2.156772 0.2 0.4 -1.9 -0.30
H 3.379138 -6.826328 2.151642 0.4 -0.1 -0.2 0.07
H 2.292538 -6.730138 3.999572 0.6 0.1 -0.4 0.22
H 3.095088 -7.532778 -0.574468 0.2 0.0 -0.1 0.31
C 3.131508 5.516402 -5.103848 -0.1 0.0 0.6 -1.00
C 1.773878 5.935462 -4.530328 1.3 0.1 -0.8 0.33
O 1.904768 6.518462 -3.244508 0.3 0.0 0.0 -0.61
O 3.603818 4.359432 -4.431108 0.6 0.3 0.2 -0.28
H 3.864188 6.322352 -5.062368 0.0 0.2 0.4 0.51
H 3.105958 5.244642 -6.159118 -0.6 -0.1 0.0 0.32
H 1.177508 5.028362 -4.432238 -0.4 0.1 -0.6 -0.05
H 1.453128 6.692172 -5.246288 -0.8 -0.2 0.0 0.37
H 1.005788 6.688542 -2.953788 0.0 0.1 0.3 0.31
H 3.872418 4.589212 -3.538558 -0.1 0.1 0.2 0.20
C -1.558712 -0.528718 4.535942 0.4 0.6 2.6 0.42
C -0.651682 0.740512 4.756612 -0.4 -0.8 -1.5 -0.35
O -0.954812 1.437922 5.967542 0.8 -0.9 -0.6 -0.57
O -2.834062 0.041272 4.621872 -1.9 0.2 -0.9 -0.79
H -1.576192 -1.125458 5.447922 0.8 -0.3 0.2 0.13
H -1.497032 -1.252788 3.723542 0.7 0.6 -0.5 -0.11
H -0.923262 1.360512 3.902242 0.0 0.4 -0.1 0.43
H 0.407908 0.537062 4.601772 0.1 0.1 0.8 0.15
H -1.901112 1.598592 5.950022 -0.3 -0.1 -0.1 0.37
H -3.200702 0.034442 3.734672 -0.3 0.3 0.0 0.24
```
Positions in Å, forces in eV/Å.